(1)
C40H30F3N2O3S2SbY | the ωB97M-V functional and the def2-TZVPD basis

CARTESIAN COORDINATES (ANGSTROEM)
Y  -1.0629  0.1115  -0.2231
C  -8.1011  3.4240  -3.9948
C  -6.8770  2.8626  -3.3291
C  -5.7749  3.6671  -3.0494
C  -4.6469  3.1524  -2.4304
C  -4.6433  1.8046  -2.0938
C  -5.7248  0.9703  -2.3624
C  -6.8348  1.5107  -2.9783
S  -3.2647  1.1119  -1.3240
O  -2.0836  1.9891  -1.4610
O  -3.4814  0.8455  0.1093
N  -2.8493  -0.3087  -1.8745
C  -1.9684  -0.3034  -2.9913
C  -2.3800  -0.1174  -4.2998
C  -1.4050  -0.1177  -5.2810
C  -0.0691  -0.3005  -4.9282
C  0.2470  -0.4740  -3.5991
N  -0.6896  -0.4829  -2.6392
H  -7.9544  4.4592  -4.2957
H  -8.9550  3.3844  -3.3168
H  -8.3619  2.8423  -4.8793
H  -5.7977  4.7143  -3.3219
H  -3.7878  3.7744  -2.2205
H  -5.6903  -0.0785  -2.0969
H  -7.6849  0.8756  -3.1946
H  -3.4286  0.0232  -4.5195
H  -1.6769  0.0266  -6.3184
H  0.7143  -0.3030  -5.6715
H  1.2708  -0.6123  -3.2761
C  8.5573  5.7655  -0.7787
C  7.1968  5.1429  -0.5923
O  6.5999  4.5743  -1.4597
S  6.5780  5.3300  1.0896
C  5.1065  4.3584  0.9825
C  5.0148  3.1701  1.6972
C  3.8647  2.4027  1.6212
C  2.8004  2.8144  0.8201
C  2.8978  4.0105  0.1047
C  4.0417  4.7800  0.1925
C  1.6205  2.0066  0.7074
C  0.6206  1.3076  0.6094
H  8.5758  6.2882  -1.7331
H  9.2946  4.9627  -0.8147
H  8.8151  6.4487  0.0285
H  5.8489  2.8436  2.3037
H  3.7876  1.4731  2.1693
H  2.0698  4.3288  -0.5141
H  4.1187  5.7066  -0.3596
F  -3.0648  -1.7636  6.5989
C  -2.4425  -1.9647  5.4304
C  -2.8422  -1.2314  4.3325
C  -2.1876  -1.4579  3.1297
C  -1.1538  -2.3871  3.0284
C  -0.7868  -3.1125  4.1619
C  -1.4294  -2.9051  5.3710
Sb  -0.1554  -2.6479  1.1819
C  1.8248  -2.1963  1.7784
C  2.0691  -1.4808  2.9469
C  3.3669  -1.1530  3.3128
C  4.4020  -1.5361  2.4841
F  5.6569  -1.2144  2.8312
C  4.1968  -2.2373  1.3112
C  2.8952  -2.5659  0.9639
C  -0.0388  -4.7384  1.0641
C  -1.0191  -5.4446  0.3671
C  -0.9993  -6.8301  0.3370
C  0.0156  -7.4844  1.0084
F  0.0423  -8.8231  0.9829
C  1.0040  -6.8148  1.7021
C  0.9738  -5.4277  1.7265
H  -3.6476  -0.5165  4.4242
H  -2.5395  -0.9040  2.2604
H  0.0055  -3.8501  4.1093
H  -1.1620  -3.4579  6.2611
H  1.2528  -1.1745  3.5897
H  3.5808  -0.6112  4.2243
H  5.0410  -2.5154  0.6958
H  2.7290  -3.1244  0.0489
H  -1.8120  -4.9240  -0.1569
H  -1.7481  -7.4015  -0.1933
H  1.7772  -7.3754  2.2090
H  1.7476  -4.8941  2.2640

Total charge = +1
E_tot = -3251.83179 Ha
E_HOMO = -10.47 eV



(2)
C11H14N2S2 | the ωB97M-V functional and the def2-TZVPD basis

CARTESIAN COORDINATES (ANGSTROEM)
C  -0.0678  2.0515  3.4929
C  0.9041  1.6967  2.5790
C  -1.3533  2.2207  3.0797
C  0.5380  1.3368  1.3042
C  -1.7879  1.8146  1.8279
C  -0.8088  1.4736  0.9535
C  -3.1227  -0.3581  -0.1191
C  -0.3426  -0.9079  -0.1625
C  1.6090  -0.6561  -1.9937
C  0.4067  -2.7977  -1.6703
C  0.2503  -1.2361  -1.4695
N  -2.5111  0.8018  -0.4834
N  -1.1756  0.9735  -0.3105
S  -4.6252  -0.8066  -0.5785
S  -1.9418  -1.6330  0.3537
H  0.2242  2.2462  4.4680
H  1.9297  1.6961  2.9760
H  -1.9306  2.5442  3.8796
H  1.1028  1.2987  0.3889
H  -2.7258  1.9883  1.3516
H  0.1989  -0.7696  0.7688
H  1.4110  0.4419  -2.2356
H  1.8183  -1.2585  -2.8294
H  2.4084  -0.7044  -1.3939
H  0.1946  -2.9692  -2.6935
H  -0.1967  -3.2568  -0.9756
H  1.4019  -3.1525  -1.2622
H  -0.5398  -0.8795  -2.2404
H  -2.9031  1.1955  -1.3267

Total charge = 0
E_tot = -1333.28007 Ha
E_HOMO = -8.35 eV



(3)
C16H34P2Tc | the ωB97M-V functional and the def2-TZVPD basis

CARTESIAN COORDINATES (ANGSTROEM)
P  0.0554  -1.6096  -1.3567
P  -0.0961  1.8501  -1.1694
C  -0.3968  -0.5036  -2.8717
C  0.3055  0.8274  -2.7908
H  -1.4829  -0.3643  -2.9171
H  -0.0679  -1.1044  -3.7287
H  1.3865  0.6407  -2.7929
H  0.0488  1.4963  -3.6237
C  -1.5579  2.7456  -1.7558
H  -1.8349  3.4218  -0.9485
H  -2.3919  2.0802  -1.9510
H  -1.2945  3.2942  -2.6631
C  1.1182  3.1743  -1.4331
H  0.8369  3.7502  -2.3291
H  2.1582  2.8321  -1.5486
H  1.1059  3.8411  -0.5649
C  -1.0268  -3.0648  -1.6269
H  -0.8342  -3.7666  -0.8149
H  -0.7481  -3.5201  -2.5876
H  -2.1004  -2.8424  -1.6366
C  1.5009  -2.4222  -2.1001
H  2.3320  -1.7463  -2.2579
H  1.1859  -2.8438  -3.0525
H  1.7948  -3.2052  -1.4102
Tc  0.0765  0.0151  2.5907
C  0.7918  1.4256  1.1831
C  -0.5798  1.7840  0.5824
C  -1.7900  0.6697  0.6877
C  -1.6526  -0.8325  0.6115
C  -0.6152  -1.6659  1.3259
C  0.6709  -1.9707  0.6710
C  1.8634  -0.9895  0.6778
C  1.7511  0.5514  0.3582
C  0.2376  -1.3360  4.1059
H  1.3459  2.3348  1.4569
H  -1.0371  2.7136  1.0230
H  -2.2258  0.8859  -0.2892
H  -2.6046  0.9373  1.3598
H  -2.6375  -1.2385  0.8274
H  -1.5384  -1.0415  -0.4901
H  -1.1822  -2.4543  1.8372
H  1.0591  -2.9666  0.8907
H  2.3621  -1.3232  -0.2422
H  2.6837  -1.1328  1.4034
H  2.7468  0.9548  0.3850
H  1.4818  0.6036  -0.7191
H  0.9935  -0.9394  4.8189
H  0.4985  -2.3024  3.6440
H  -0.8084  -1.3134  4.5043
C  -0.4292  1.3209  4.0527
H  0.4884  1.2967  4.7185
H  -1.3427  0.7809  4.4621
H  -0.6041  2.2718  3.4944

Total charge = +2
E_tot = -1392.63998 Ha
E_HOMO (spin up / spin down) = -13.44 / -14.92 eV
Expectation value of S² = 3.93
2S+1 = 4



(4)
C6H24N12O6 | the ωB97M-V functional and the def2-TZVPD basis

CARTESIAN COORDINATES (ANGSTROEM)
N  -3.9157  2.5901  0.0117
C  -4.2184  1.8436  -1.0071
N  -5.1273  2.5288  -1.6424
O  -3.7198  0.8307  -1.3871
H  -4.5983  3.3059  0.2160
H  -3.0070  2.5314  0.4487
H  -5.4451  2.0292  -2.4606
H  -5.3890  3.4897  -1.4738
N  0.9967  -4.4775  1.8851
C  0.1677  -5.1641  2.6109
N  0.5018  -5.4427  3.7842
O  -0.9489  -5.5335  2.1815
H  1.8421  -4.2624  2.3941
H  0.7763  -4.1781  0.9460
H  -0.1131  -6.0992  4.2435
H  1.4044  -5.1349  4.1170
N  1.5215  -0.8786  2.7782
C  1.0538  -0.8958  3.9762
N  0.6976  -2.0666  4.4216
O  1.1801  0.0803  4.6985
H  1.1932  -1.5047  2.0569
H  1.8834  -0.0097  2.4119
H  0.8775  -2.3333  5.3790
H  0.4127  -2.7933  3.7807
N  0.9687  1.1263  -5.0022
C  2.0334  1.0088  -4.3109
N  2.8697  1.9408  -4.5045
O  2.1365  0.1835  -3.4148
H  0.9267  1.7912  -5.7613
H  0.1548  0.6898  -4.5936
H  2.8233  2.4646  -5.3669
H  3.7491  1.7950  -4.0297
N  -0.8189  -0.1820  -1.2449
C  -1.0475  -0.7894  -0.1160
N  -2.2165  -0.4957  0.3717
O  -0.1408  -1.4760  0.4192
H  -1.5504  0.3455  -1.6995
H  0.0563  -0.3993  -1.6998
H  -2.5243  -1.2550  0.9623
H  -2.8342  0.2149  0.0061
N  2.1965  2.0007  -0.4709
C  1.7970  3.1184  -0.9119
N  2.4154  4.0477  -0.2912
O  1.2131  3.3034  -1.9421
H  2.9956  2.0777  0.1420
H  1.8579  1.1754  -0.9445
H  2.9472  3.9379  0.5604
H  1.9650  4.9202  -0.5277

Total charge = 0
E_tot = -1351.62443 Ha
E_HOMO = -8.91 eV
Structure (SMILES) = NC(N)=O.NC(N)=O.NC(N)=O.NC(N)=O.NC(N)=O.NC(N)=O



(5)
C4H5NO2S | the ωB97M-V functional and the def2-TZVPD basis

CARTESIAN COORDINATES (ANGSTROEM)
C  0.0222  2.3216  -0.2664
C  -0.3042  0.8099  -0.2051
N  -0.1471  0.1081  -1.3112
O  -0.3681  -1.2595  -1.1031
C  0.4724  -1.8562  -0.1589
C  -0.1590  -1.4554  1.0538
O  -0.5015  -2.0386  2.1363
S  -1.0772  -0.0266  1.1470
H  -0.9879  2.8658  -0.0084
H  0.8358  2.4848  0.3728
H  0.2103  2.7444  -1.3316
H  0.3327  -2.9542  -0.2721
H  1.6715  -1.7441  -0.0530

Total charge = 0
E_tot = -758.70534 Ha
E_HOMO = -9.57 eV
Structure (SMILES) = CC1=NOCC(=O)S1



(6)
C28H25ClCoN5O3S | the ωB97M-V functional and the def2-TZVPD basis

CARTESIAN COORDINATES (ANGSTROEM)
Co  0.4085  -0.0163  -0.1811
C  -0.5718  -4.2854  -0.6723
C  -0.9122  -4.6248  0.6256
C  -0.8940  -3.6429  1.6024
C  -0.4969  -2.3606  1.2590
N  -0.1281  -2.0459  0.0020
C  -0.1834  -2.9827  -0.9366
C  -0.4516  -1.2413  2.2148
C  -0.3675  -1.3577  3.5937
C  -0.2297  -0.2030  4.3481
C  -0.1541  1.0277  3.7147
C  -0.2470  1.0622  2.3323
N  -0.4323  -0.0493  1.6236
C  -0.0357  2.2618  1.5045
C  -0.2634  3.5563  1.9432
C  0.0027  4.6122  1.0870
C  0.4920  4.3459  -0.1814
C  0.6823  3.0253  -0.5529
N  0.4245  2.0118  0.2642
H  -0.5911  -5.0116  -1.4690
H  -1.2110  -5.6351  0.8703
H  -1.2049  -3.8607  2.6141
H  0.0926  -2.6807  -1.9389
H  -0.3624  -2.3268  4.0710
H  -0.1445  -0.2652  5.4242
H  0.0243  1.9302  4.2812
H  -0.6617  3.7326  2.9325
H  -0.1699  5.6307  1.4071
H  0.7266  5.1407  -0.8739
H  1.0680  2.7668  -1.5301
C  -1.5266  0.5677  -5.2503
N  -0.2983  -0.0420  -4.7827
C  0.7142  -0.5490  -5.5780
C  1.7110  -0.9360  -4.7579
N  1.2960  -0.6741  -3.4678
C  0.0710  -0.1174  -3.4865
S  -0.8849  0.4040  -2.1821
H  -1.6156  0.3932  -6.3185
H  -1.5105  1.6398  -5.0553
H  -2.3809  0.1389  -4.7303
H  0.6357  -0.5975  -6.6491
H  2.6699  -1.3731  -4.9685
H  1.8755  -0.7137  -2.6261
C  4.9642  -3.2504  1.4543
C  4.5351  -3.4878  0.0330
C  4.0729  -4.7347  -0.3804
C  3.7717  -4.9763  -1.7091
Cl  3.2514  -6.5575  -2.1986
C  3.9286  -3.9869  -2.6665
C  4.3622  -2.7381  -2.2600
C  4.6465  -2.4801  -0.9257
O  5.1430  -1.2293  -0.6292
C  4.4467  -0.3810  0.2799
C  2.9326  -0.2924  0.1293
O  2.2375  -0.2340  1.1628
O  2.3954  -0.2413  -1.0202
H  5.2390  -4.1879  1.9342
H  4.1639  -2.7960  2.0429
H  5.8244  -2.5816  1.4672
H  3.9864  -5.5338  0.3450
H  3.7320  -4.1990  -3.7092
H  4.5338  -1.9328  -2.9630
H  4.8528  0.6140  0.0932
H  4.6514  -0.6494  1.3167

Total charge = +1
E_tot = -3822.57171 Ha
E_HOMO (spin up / spin down) = -10.60 / -10.56 eV
Expectation value of S² = 0.77
2S+1 = 2